Formula: C2H6OS2
Source: the Open Molecules 2025 dataset
Level of theory: the ωB97M-V functional and the def2-TZVPD basis

For the LUMO energy, the calculation gives 0.617 eV. The value obtained for the frontier orbital gap is 8.90 eV. Its HOMO energy is -0.3044 Eh. Its SMILES is C=O.CSS.

CARTESIAN COORDINATES (ANGSTROEM)
O: 2.0495 -0.2090 0.4540
C: 2.3816 0.8238 0.9580
H: 1.7286 1.4789 1.5596
H: 3.4055 1.2649 0.8747
C: -0.6732 -0.7553 -1.0495
S: -0.9729 0.5408 0.2002
S: -2.8040 -0.0126 1.0483
H: -1.5796 -0.8464 -1.6360
H: 0.0884 -0.2128 -1.6172
H: -0.2063 -1.6676 -0.6966
H: -3.4174 -0.4047 -0.0955

---

Formula: C5H8O
Source: the Open Molecules 2025 dataset
Level of theory: the ωB97M-V functional and the def2-TZVPD basis

For the LUMO energy (alpha / beta), the calculation gives -0.078 / -0.079 eV. The value obtained for the frontier orbital gap (alpha / beta) is 7.56 / 7.56 eV. Its HOMO energy (alpha / beta) is -0.2807 / -0.2806 Eh.

CARTESIAN COORDINATES (ANGSTROEM)
C: -0.1289 1.6676 -0.5450
C: -0.1254 -0.6781 0.3395
C: -0.3767 -1.3755 -0.9568
O: -0.3359 -1.4634 1.3813
C: 0.3187 0.6446 0.4726
C: 1.3798 0.8937 1.3374
H: 0.1446 2.6502 -0.1531
H: 0.3431 1.5521 -1.5291
H: -1.2165 1.6365 -0.6841
H: -0.1654 -2.4437 -0.8550
H: 0.2402 -0.9466 -1.7485
H: -1.4285 -1.2679 -1.2459
H: -0.2375 -0.9037 2.1744
H: 1.5884 0.0343 2.0122

---

Formula: C8H24K6O8P
Source: the Open Molecules 2025 dataset
Level of theory: the ωB97M-V functional and the def2-TZVPD basis

For the LUMO energy, the calculation gives -6.655 eV. The total charge is +3. The value obtained for the frontier orbital gap is 2.67 eV. Its HOMO energy is -0.3429 Eh.

CARTESIAN COORDINATES (ANGSTROEM)
K: -3.7097 1.3857 4.5549
K: -4.2819 -5.7633 4.7014
K: 1.0015 -5.8125 0.7129
K: -8.6942 0.0926 0.5028
K: -1.6654 1.0719 -4.4839
K: -5.9327 -4.6395 -3.7168
P: -2.9689 -1.9397 0.3016
O: -3.1806 -0.3947 0.2732
O: -2.0262 -2.3999 -0.9010
O: -4.4023 -2.6520 0.2679
O: -2.2723 -2.3702 1.5793
C: 1.0147 -4.9265 -7.0525
C: 1.0032 -5.4559 -5.5914
O: -0.3424 -5.6590 -5.1199
H: 0.4163 -5.5057 -7.7558
H: 2.0312 -4.6820 -7.3610
H: 0.4689 -3.9870 -7.1383
H: 1.5945 -4.7742 -4.9801
H: 1.4967 -6.4158 -5.4395
H: -0.4401 -4.9396 -4.4918
C: 3.8535 2.1229 0.1938
C: 2.5490 1.3009 0.1952
O: 2.6775 0.3347 -0.8257
H: 4.7691 1.5386 0.2851
H: 3.8414 2.7235 1.1034
H: 4.0606 2.7015 -0.7064
H: 1.7166 2.0040 0.2268
H: 2.5426 0.9445 1.2253
H: 1.8779 -0.1959 -0.7988
C: -1.9620 7.8877 -1.9960
C: -1.8914 6.6690 -1.0827
O: -3.0956 5.8884 -1.2538
H: -2.8826 8.4547 -2.1346
H: -1.5311 7.5759 -2.9474
H: -1.2349 8.6492 -1.7137
H: -1.7045 6.8564 -0.0254
H: -0.9742 6.1089 -1.2646
H: -2.9174 4.9798 -1.0002
C: 2.7030 -0.2877 7.8996
C: 2.4447 -1.0989 6.6396
O: 1.2395 -0.6389 6.0716
H: 3.1111 0.7024 7.6964
H: 3.5070 -0.7468 8.4748
H: 1.9468 -0.2349 8.6828
H: 2.2237 -2.1149 6.9670
H: 3.1453 -1.1145 5.8048
H: 0.8742 -1.2432 5.4212

---

Formula: C22H31N3O3
Source: the Open Molecules 2025 dataset
Level of theory: the ωB97M-V functional and the def2-TZVPD basis

For the LUMO energy, the calculation gives 0.360 eV. The value obtained for the frontier orbital gap is 8.82 eV. Its HOMO energy is -0.3108 Eh. Its SMILES is CC[C@@H]1CCCCN1CCCNC(=O)COc1cc(=O)n(C)c2ccccc12.

CARTESIAN COORDINATES (ANGSTROEM)
C: -1.1949 1.7562 3.5448
C: 0.2500 1.7929 3.0620
H: 0.8392 1.0828 3.6421
H: 0.6591 2.7879 3.2534
C: 0.3551 1.4693 1.5566
N: 1.5034 2.0552 0.8703
C: 1.4489 3.5031 0.7222
H: 0.9280 3.9845 1.5615
C: 0.7589 3.9184 -0.5835
H: -0.2572 3.5228 -0.6100
H: 0.6994 5.0073 -0.6106
C: 1.5168 3.4283 -1.8139
N: 1.3862 1.9947 -1.9384
C: 1.2519 1.3838 -3.1203
O: 1.3126 1.9424 -4.1954
C: 1.0188 -0.1307 -3.0035
O: -0.0920 -0.3300 -2.1514
C: -0.5187 -1.5921 -1.9208
C: 0.0844 -2.7219 -2.3579
C: -0.4023 -4.0384 -2.0299
O: 0.1359 -5.0659 -2.4084
N: -1.5400 -4.0913 -1.2256
C: -2.1883 -2.9715 -0.7737
C: -3.3341 -3.0590 0.0304
C: -3.9748 -1.9228 0.4701
C: -3.5075 -0.6595 0.1215
C: -2.3857 -0.5493 -0.6645
C: -1.7101 -1.6891 -1.1111
H: -2.0056 0.4165 -0.9570
H: -4.0239 0.2235 0.4647
H: -4.8545 -2.0176 1.0893
H: -3.7274 -4.0212 0.3125
C: -2.0317 -5.4093 -0.8838
H: -1.3614 -6.1261 -1.3582
H: -2.0153 -5.5615 0.1963
H: -3.0433 -5.5569 -1.2641
H: 0.9694 -2.7111 -2.9725
H: 1.9172 -0.6106 -2.5910
H: 0.8234 -0.5326 -4.0036
H: 1.3421 1.5080 -1.0460
H: 1.1231 3.8779 -2.7296
H: 2.5764 3.7007 -1.7310
H: 2.4697 3.8931 0.7102
C: 2.7716 1.5308 1.3473
C: 2.8469 0.0330 1.0593
C: 1.6832 -0.6901 1.7270
C: 0.3688 -0.0431 1.3017
H: -0.4695 -0.5094 1.8208
H: 0.2302 -0.2079 0.2345
H: 1.7998 -0.6438 2.8113
H: 1.6805 -1.7441 1.4421
H: 3.7995 -0.3600 1.4181
H: 2.8010 -0.1235 -0.0206
H: 3.5766 2.0398 0.8105
H: 2.9204 1.7082 2.4246
H: -0.5354 1.8851 1.0688
H: -1.2438 1.9626 4.6117
H: -1.7926 2.5023 3.0247
H: -1.6382 0.7792 3.3658

---

For reference, E by record: -951.366518; -270.413908; -4861.188831; -1246.954297 hartree.